[1]
An isolated ion of composition C7H15N2S and charge +1 in a non-equilibrium geometry. Source: the OMol25 dataset; level of theory: ωB97M-V with the def2-TZVPD basis set.

Atoms and positions in Å:
C1 -3.32832 -0.26882 0.71754
C2 -2.44889 1.09058 -0.65732
C3 0.63569 -0.57207 -1.02884
C4 -2.00320 -0.11946 -0.01578
C5 1.73264 -0.24955 0.08596
C6 2.64179 -1.47594 0.24474
C7 2.38405 0.98579 -0.35961
N1 1.06585 0.10589 1.34875
N2 -3.54790 1.14601 0.28715
S1 -0.65880 -1.05423 0.13016
H1 -3.91209 -1.07578 0.20415
H2 -3.29150 -0.26355 1.72527
H3 -1.80986 1.96908 -0.72502
H4 -2.83323 0.77705 -1.62432
H5 0.32103 0.36276 -1.49247
H6 0.78384 -1.37322 -1.70412
H7 3.62086 -1.17214 0.69075
H8 2.87242 -2.07813 -0.70899
H9 2.09273 -2.20295 0.88808
H10 1.71225 1.76666 -0.17748
H11 2.50663 1.09595 -1.45470
H12 3.44948 1.22344 0.05190
H13 1.54483 0.80359 1.83367
H14 -4.41552 1.32118 -0.08845
H15 0.88522 -0.74216 1.82896

Forces on the atoms, in the same order (eV/Å):
C 0.4 0.8 -3.8
C -0.5 0.8 -0.9
C -0.9 1.7 2.7
C 2.0 -2.7 1.0
C 0.5 -1.0 -0.8
C 0.5 -1.1 -0.5
C 3.7 1.2 -1.6
N -0.5 -1.2 -2.2
N 1.1 -0.4 1.5
S -2.9 -0.1 -1.1
H 0.1 0.7 0.7
H 0.1 -1.0 3.4
H 0.2 -0.1 -0.1
H 0.3 0.2 -0.8
H 0.1 -0.2 -0.3
H 0.4 -0.7 -0.6
H -0.9 -0.5 -0.1
H -0.4 1.3 1.2
H 0.7 0.3 -0.2
H -0.8 1.6 0.7
H 0.2 -0.7 0.3
H -2.1 -0.5 -0.3
H 0.8 1.0 1.2
H -2.3 0.6 -1.0
H 0.3 -0.2 1.5

Properties
Frontier orbital gap, eV: 8.4
E, eV: -21307.81685
E_HOMO, eV: -13.240
Charge: +1



[2]
One molecule with the formula C7H15N3O2 in a non-equilibrium geometry. Source: the OMol25 dataset; level of theory: ωB97M-V with the def2-TZVPD basis set.

Atoms and positions in Å:
C1 -0.42326 -1.66879 -0.43973
C2 -1.39238 -0.75337 0.04938
C3 1.20557 0.26340 0.14583
C4 -2.30788 -1.17740 1.22509
C5 -1.96089 0.42134 -0.76702
C6 0.95548 1.61986 0.85292
C7 1.41285 0.34047 -1.35989
N1 2.34900 -0.31793 0.76527
N2 0.11898 -0.83520 0.60864
N3 -0.05702 -2.51424 -1.24863
O1 0.30831 -1.36510 1.75216
O2 2.79980 -1.39980 0.02341
H1 -2.54471 -2.18107 1.17929
H2 -3.20953 -0.57472 1.40218
H3 -1.73269 -1.06489 2.20136
H4 -1.38786 0.51892 -1.68249
H5 -2.29385 1.42314 -0.35802
H6 -2.93482 -0.16129 -1.22632
H7 -0.05092 1.91803 0.84628
H8 1.59013 2.26323 0.31211
H9 1.22372 1.61672 1.94650
H10 0.73981 1.09604 -1.74643
H11 1.23255 -0.57612 -1.81084
H12 2.40504 0.62833 -1.55106
H13 2.19770 -0.55202 1.79224
H14 0.96198 -2.68758 -1.42352
H15 3.83347 -1.34364 -0.04170

Forces on the atoms, in the same order (eV/Å):
C 1.3 -0.1 0.2
C -2.3 1.7 2.9
C 0.2 -1.2 2.2
C 1.2 2.2 1.3
C -2.3 -2.2 -1.9
C 0.8 -2.0 1.2
C -1.5 1.4 1.4
N 1.7 2.0 1.2
N -0.4 1.7 -3.3
N 0.4 -0.9 -2.0
O 0.2 -0.6 2.0
O 2.7 -1.2 -0.3
H -0.7 -2.1 -0.2
H 0.2 -0.1 -0.8
H -0.3 -0.2 -1.3
H 0.3 0.6 0.0
H 0.7 -1.6 0.1
H 1.9 1.8 1.1
H -1.4 0.5 -0.5
H 0.6 1.3 -0.3
H 0.1 -0.3 -1.2
H -0.1 0.1 -0.3
H -0.3 -1.4 -1.0
H 1.3 0.5 -0.2
H -0.2 -0.2 -2.0
H -1.1 0.1 1.3
H -3.0 0.2 0.3

Properties
Frontier orbital gap, eV: 8.7
E, eV: -16060.52115
E_HOMO, eV: -7.977



[3]
An isolated ion of composition C7H15N3O2P and charge +1 in a non-equilibrium geometry. Source: the OMol25 dataset; level of theory: ωB97M-V with the def2-TZVPD basis set.

Atoms and positions in Å:
C1 -0.26762 3.12127 -1.14264
C2 -0.73351 2.97930 0.08188
C3 0.73828 0.97372 -1.18053
C4 0.22350 0.71452 0.12701
C5 1.97177 0.06317 -3.13132
C6 -1.27091 -2.33858 1.94839
C7 1.23254 -1.70823 0.72895
N1 0.44836 2.15055 -1.73154
N2 -1.69203 -0.40655 0.34048
N3 -0.49426 1.73033 0.61911
O1 0.01492 -0.11202 2.54075
O2 1.32545 0.01581 -1.81689
P1 -0.30556 -0.91038 1.26481
H1 -0.37657 3.97296 -1.83667
H2 -1.33559 3.62474 0.71859
H3 2.81655 -0.53857 -3.25229
H4 2.35984 1.06834 -3.37589
H5 1.20018 -0.36790 -3.77882
H6 -2.24946 -2.15444 2.27587
H7 -1.46867 -3.00862 1.08901
H8 -0.53285 -2.70292 2.66599
H9 1.74825 -1.00359 0.04393
H10 1.79829 -2.10018 1.55204
H11 0.83501 -2.39951 -0.00851
H12 -2.42278 -0.55736 1.06652
H13 -2.00027 -1.02616 -0.42481
H14 -0.47779 -0.64839 3.25009
H15 -1.08505 1.56868 1.36649

Forces on the atoms, in the same order (eV/Å):
C 1.4 0.9 -3.2
C -0.7 -1.5 2.3
C -1.6 3.1 0.5
C -0.4 1.2 1.1
C -1.9 1.8 -0.3
C 2.5 -0.3 -1.0
C -1.3 0.7 -1.8
N 0.9 -1.5 -0.7
N -2.4 -1.3 0.7
N 1.8 2.2 -2.2
O -1.5 0.2 3.8
O 1.9 -1.8 -0.4
P 0.2 -1.0 -4.5
H -0.3 -0.2 1.0
H 0.2 0.1 -0.5
H 1.2 -1.5 1.0
H -1.0 -0.2 0.0
H 0.3 0.8 -0.4
H -1.1 0.6 1.3
H 0.7 -0.1 0.5
H -0.8 -1.1 0.3
H 0.2 -0.5 1.2
H 0.2 -0.5 0.1
H 0.5 -1.1 0.2
H -0.1 0.1 -1.0
H 0.5 0.3 0.3
H 1.2 1.5 -0.6
H -0.7 -0.7 2.2

Properties
Frontier orbital gap, eV: 9.0
E, eV: -25347.13995
E_HOMO, eV: -12.610
Charge: +1



[4]
An isolated ion of composition C7H15N4O2 and charge +1 in a non-equilibrium geometry. Source: the OMol25 dataset; level of theory: ωB97M-V with the def2-TZVPD basis set.

Atoms and positions in Å:
C1 1.40064 -0.20176 -2.68288
C2 0.90597 0.70963 -1.87951
C3 -1.59711 -0.58211 0.84207
C4 0.58723 -0.60295 1.79664
C5 -1.00983 -0.32544 -0.54654
C6 1.23828 -0.56669 0.41116
C7 -1.24784 -2.15437 2.68283
N1 0.33737 2.71746 -1.01400
N2 -0.65537 -1.27954 1.63172
N3 0.64402 2.06876 -2.08441
N4 0.36688 0.29606 -0.35024
O1 0.94912 2.62714 -3.16768
O2 0.27581 4.00921 -1.12394
H1 1.41884 -1.15411 -2.29982
H2 1.58011 0.09702 -3.71005
H3 -1.94537 0.35841 1.43855
H4 -2.42221 -1.21158 0.65247
H5 1.14342 -1.08376 2.46014
H6 0.43882 0.45511 2.05832
H7 -0.80959 -1.26973 -1.19211
H8 -1.62092 0.48471 -1.05672
H9 2.15037 -0.13004 0.55192
H10 1.31120 -1.50890 -0.03163
H11 -0.77917 -3.06293 2.42264
H12 -0.97164 -1.88129 3.73208
H13 -2.38293 -2.26746 2.59129
H14 0.22010 1.29454 -0.01982
H15 0.47380 4.16458 -2.11246

Forces on the atoms, in the same order (eV/Å):
C -0.9 2.9 -0.7
C -1.0 -2.1 3.4
C 0.4 1.4 0.5
C -2.9 1.3 -3.2
C 0.1 0.8 -0.7
C -1.4 0.7 1.9
C -0.2 0.9 0.1
N -0.2 -1.4 0.4
N -1.2 -0.9 0.6
N 0.8 2.1 0.4
N -0.3 1.8 -4.7
O -0.5 0.0 0.2
O 0.3 0.3 -2.3
H 0.5 -2.3 0.3
H 0.4 -0.4 0.1
H 0.3 -0.9 -1.5
H -1.2 -0.5 0.0
H 2.6 -1.9 2.9
H 0.2 0.1 0.6
H -0.8 1.6 1.2
H 0.7 -1.3 0.2
H 2.6 1.2 -0.2
H 0.0 -1.5 -0.7
H 0.0 -1.6 0.5
H -0.3 0.0 -0.8
H 1.7 0.4 0.0
H 0.4 -1.1 0.5
H -0.1 0.3 0.9

Properties
Frontier orbital gap, eV: 7.6
E, eV: -17544.49815
E_HOMO, eV: -12.115
Charge: +1



[5]
A 2-piece molecular cluster, C7H15N4OS overall in a non-equilibrium geometry. Source: the OMol25 dataset; level of theory: ωB97M-V with the def2-TZVPD basis set.

Atoms and positions in Å:
C1 1.03345 0.81212 1.35963
C2 -0.29015 1.75790 -0.49448
C3 -0.29636 1.55026 0.97036
C4 0.86288 -0.37581 -0.56357
C5 -1.56885 0.99963 1.48951
C6 -1.24918 -2.46764 0.13662
C7 1.74612 -2.84987 -2.06187
N1 1.53539 -0.09624 0.62037
N2 0.14830 0.67020 -1.14493
N3 1.36406 0.92391 2.63826
N4 -0.80197 2.87196 -1.09740
O1 1.02294 -0.70925 -3.12511
S1 1.84760 -1.17734 -1.99787
H1 -0.30517 2.61119 1.21313
H2 -2.04958 0.21791 0.84429
H3 -2.23632 1.92298 1.68379
H4 -1.22961 0.63151 2.45399
H5 -0.42723 -1.67289 0.26471
H6 -0.88722 -3.12525 -0.70960
H7 -1.17430 -3.08814 1.01652
H8 2.52631 -3.42491 -1.70038
H9 1.48867 -3.24468 -3.02625
H10 -2.11942 -1.95534 -0.05358
H11 0.23104 0.58911 -2.19788
H12 0.82610 1.64306 3.19679
H13 2.28779 0.71334 3.00722
H14 -1.40586 3.50517 -0.59352
H15 -0.87946 2.76709 -2.12876

Forces on the atoms, in the same order (eV/Å):
C -2.6 0.1 0.1
C -0.3 -1.4 -0.9
C 2.0 2.2 -1.5
C 2.0 1.1 1.0
C -1.7 0.6 0.7
C 4.5 -0.6 -0.5
C -0.5 -0.1 -0.3
N -0.1 -1.5 -2.2
N -0.2 1.3 -1.6
N -0.4 2.5 2.3
N 1.0 -2.5 -0.9
O -0.4 1.0 -0.9
S -0.3 0.4 0.6
H 0.7 0.1 1.4
H 0.4 0.7 0.9
H 0.5 -1.9 -0.4
H -1.0 -0.5 0.3
H -1.2 -1.3 -0.1
H -0.7 0.9 0.7
H -0.6 0.0 0.4
H 1.4 -0.8 1.6
H -0.8 0.3 -0.5
H -2.3 0.6 -0.3
H -0.4 0.0 0.6
H 1.2 -1.2 -0.9
H -0.3 -0.3 -0.4
H 0.1 -0.1 -0.1
H -0.2 0.7 1.2

Properties
Frontier orbital gap (spin up / spin down), eV: 7.4 / 6.4
E, eV: -26334.27807
E_HOMO (spin up / spin down), eV: -12.202 / -11.099
Charge: +1



[6]
A 3-piece molecular cluster, C7H15NO overall in a non-equilibrium geometry. Source: the OMol25 dataset; level of theory: ωB97M-V with the def2-TZVPD basis set.

Atoms and positions in Å:
C1 0.60263 0.35611 0.76980
C2 1.69992 0.45386 -0.30440
C3 0.13497 1.76757 1.16882
C4 1.17789 -0.34385 2.01864
C5 -0.53794 -0.49145 0.27246
C6 -1.17089 -1.53832 0.44134
H1 2.54256 1.02741 0.08818
H2 1.33594 0.94510 -1.20435
H3 2.04852 -0.53675 -0.59403
H4 -0.16975 2.35703 0.30501
H5 -0.69583 1.72352 1.87593
H6 0.96033 2.29631 1.64953
H7 1.52059 -1.34999 1.77398
H8 2.02666 0.22440 2.40672
H9 0.42449 -0.41978 2.80406
H10 -1.69009 -2.39284 0.80208
C7 -1.46422 0.58896 -1.34174
N1 -0.81658 -1.95911 -2.30463
O1 -0.32575 -0.74991 -2.35107
H11 -1.77023 -2.04226 -2.66853
H12 -0.71145 -2.41331 -1.38860
H13 -0.96256 1.31350 -1.97128
H14 -2.31682 0.09556 -1.79473
H15 -1.84239 1.08822 -0.45315

Forces on the atoms, in the same order (eV/Å):
C 0.1 0.3 -0.2
C -0.1 0.0 0.1
C 0.1 -0.1 0.0
C -0.1 0.0 -0.1
C 0.0 -1.3 0.7
C 0.4 1.0 0.0
H 0.0 0.0 0.0
H 0.0 0.0 0.0
H 0.0 0.0 0.0
H 0.0 0.0 0.0
H 0.0 0.0 0.0
H 0.0 0.0 0.0
H 0.0 0.0 0.0
H 0.0 0.0 0.0
H 0.0 0.0 0.0
H -0.1 -0.1 -0.1
C -0.3 0.4 -0.6
N -0.1 0.0 0.0
O -0.3 -0.1 0.5
H 0.2 0.1 0.1
H 0.0 0.2 -0.2
H 0.0 0.0 -0.2
H 0.1 -0.1 -0.2
H 0.3 -0.2 0.3

Properties
Frontier orbital gap (spin up / spin down), eV: 8.3 / 8.0
E, eV: -11032.62299
E_HOMO (spin up / spin down), eV: -8.279 / -7.712